{"formula": "C51H142BaN9O19", "method": "ωB97M-V with the def2-TZVPD basis set", "species": ["Ba", "C", "C", "C", "C", "C", "C", "N", "O", "C", "C", "C", "H", "H", "H", "H", "H", "H", "H", "H", "H", "H", "H", "H", "H", "H", "H", "H", "H", "H", "C", "O", "H", "H", "H", "H", "C", "O", "H", "H", "H", "H", "C", "O", "H", "H", "H", "H", "C", "O", "H", "H", "H", "H", "C", "O", "H", "H", "H", "H", "C", "O", "H", "H", "H", "H", "C", "C", "C", "O", "C", "N", "H", "H", "H", "H", "H", "H", "H", "H", "H", "H", "H", "C", "C", "C", "O", "C", "N", "H", "H", "H", "H", "H", "H", "H", "H", "H", "H", "H", "C", "C", "C", "O", "C", "N", "H", "H", "H", "H", "H", "H", "H", "H", "H", "H", "H", "C", "C", "C", "O", "C", "N", "H", "H", "H", "H", "H", "H", "H", "H", "H", "H", "H", "C", "C", "C", "O", "C", "N", "H", "H", "H", "H", "H", "H", "H", "H", "H", "H", "H", "C", "C", "C", "O", "C", "N", "H", "H", "H", "H", "H", "H", "H", "H", "H", "H", "H", "C", "C", "C", "O", "C", "N", "H", "H", "H", "H", "H", "H", "H", "H", "H", "H", "H", "C", "C", "C", "O", "C", "N", "H", "H", "H", "H", "H", "H", "H", "H", "H", "H", "H", "C", "C", "O", "O", "H", "H", "H", "H", "H", "H", "C", "C", "O", "O", "H", "H", "H", "H", "H", "H"], "xyz": [[2.5160, -3.9212, -1.3087], [-1.9914, -1.3663, 0.1892], [-0.9764, -0.3379, -0.3082], [-1.3025, 0.9828, 0.4083], [-0.1646, 2.0000, 0.4133], [1.1020, 1.3714, 0.8982], [1.5254, 0.0524, 0.2077], [0.3513, -0.7990, 0.1596], [0.6915, -2.1106, -0.1964], [2.6302, -0.4489, 1.1339], [2.1033, 0.3199, -1.1882], [-1.1238, -0.1084, -1.8118], [-1.8553, -2.3782, -0.1867], [-3.0194, -1.0138, 0.0856], [-1.7927, -1.4770, 1.2586], [-1.6222, 0.7932, 1.4338], [-2.1153, 1.4858, -0.1270], [-0.4108, 2.8885, 1.0008], [-0.0599, 2.4000, -0.6052], [0.9541, 1.1089, 1.9518], [1.9278, 2.0923, 0.8921], [3.5004, 0.2078, 1.0389], [3.0205, -1.4402, 0.8893], [2.3789, -0.4538, 2.1937], [3.1575, 0.6031, -1.2404], [1.4690, 1.0792, -1.6495], [2.0518, -0.5788, -1.8149], [-0.6158, 0.7690, -2.2088], [-2.1785, -0.1877, -2.0830], [-0.6520, -0.9649, -2.3077], [-0.4639, 1.7162, 4.9356], [0.2108, 2.3442, 6.0174], [-0.5985, 0.6610, 5.1606], [-1.3801, 2.2469, 4.6736], [0.1730, 1.7280, 4.0377], [0.1495, 3.2948, 5.8954], [5.5855, 3.0988, -0.5225], [5.9199, 3.8268, -1.7023], [5.1093, 2.1325, -0.7115], [6.5105, 2.9405, 0.0228], [4.8763, 3.7174, 0.0360], [5.1158, 3.9520, -2.2132], [5.5739, -2.0866, -1.9058], [4.7584, -3.0321, -2.5985], [6.5929, -2.4454, -1.7688], [5.6341, -1.1352, -2.4417], [5.1487, -1.8356, -0.9335], [5.2257, -3.3651, -3.3694], [-1.8188, -3.3026, -3.1481], [-1.9650, -4.6764, -3.5116], [-0.9917, -2.8859, -3.7345], [-2.7346, -2.7427, -3.3231], [-1.5270, -3.1607, -2.1035], [-1.3330, -5.1661, -2.9805], [-3.5177, 0.5081, 3.3541], [-4.8575, 0.2290, 3.6997], [-2.9234, 0.1910, 4.2135], [-3.2122, -0.1774, 2.5544], [-3.2720, 1.5419, 3.0970], [-5.4364, 0.4967, 2.9575], [1.0826, 0.8185, -4.6659], [0.3613, -0.3973, -4.5666], [1.2536, 1.1085, -5.7050], [0.5881, 1.6204, -4.1135], [2.0614, 0.6571, -4.2129], [-0.5487, -0.3034, -4.8973], [-3.2062, 4.2240, 1.8937], [-3.9509, 5.5591, 1.8706], [-2.9679, 6.7075, 1.6768], [-3.6302, 7.9457, 1.5450], [-2.7376, 8.9911, 1.2602], [-4.9692, 5.5041, 0.8203], [-2.5518, 4.1648, 1.0164], [-3.9396, 3.4192, 1.8394], [-2.5676, 4.0384, 2.7586], [-4.4079, 5.6507, 2.8605], [-2.3904, 6.4858, 0.7675], [-2.3132, 6.7695, 2.5570], [-3.2756, 9.9003, 1.0006], [-2.0621, 8.7862, 0.4196], [-2.1142, 9.1806, 2.1418], [-5.1561, 6.4823, 0.5841], [-4.4936, 5.2518, -0.0488], [-5.8394, -0.1637, 0.0902], [-5.5974, 1.3074, 0.4003], [-6.0686, 2.2547, -0.6888], [-5.2795, 2.0717, -1.8505], [-5.8624, 2.6835, -2.9712], [-6.2406, 1.6568, 1.6998], [-6.9058, -0.3727, 0.0061], [-5.3486, -0.8258, 0.8058], [-5.3002, -0.4060, -0.8302], [-4.5198, 1.4367, 0.5544], [-5.9836, 3.3174, -0.4184], [-7.1534, 2.1186, -0.8225], [-5.5249, 2.2895, -3.9296], [-5.6591, 3.7631, -2.9412], [-6.9536, 2.5908, -3.0360], [-7.2292, 1.4892, 1.5017], [-6.1908, 2.6741, 1.7635], [8.0291, -3.8905, 1.0720], [8.9575, -2.6710, 1.2508], [8.2407, -1.4150, 1.7082], [7.2914, -1.0484, 0.7241], [6.5130, 0.0553, 1.1306], [9.9501, -2.9976, 2.3030], [8.5001, -4.6569, 0.4561], [7.0420, -3.6192, 0.6869], [7.8508, -4.3763, 2.0360], [9.5302, -2.5726, 0.3286], [8.9599, -0.6024, 1.8478], [7.7544, -1.6261, 2.6706], [5.5932, 0.1347, 0.5564], [7.1049, 0.9689, 0.9959], [6.2731, 0.0499, 2.1999], [9.4535, -3.1117, 3.1857], [10.2923, -3.9439, 2.1590], [-4.9721, 7.4109, -2.8539], [-3.4534, 7.4067, -2.6980], [-2.8079, 6.0618, -2.9433], [-3.1961, 5.1932, -1.8873], [-2.6057, 3.9236, -1.9107], [-2.8181, 8.4054, -3.5818], [-5.3086, 8.4192, -2.6195], [-5.3984, 6.6681, -2.1792], [-5.2809, 7.1211, -3.8602], [-3.2872, 7.7517, -1.6680], [-1.7104, 6.0757, -2.9579], [-3.1339, 5.6326, -3.8998], [-2.7450, 3.4319, -2.8769], [-3.0708, 3.3559, -1.1059], [-1.5365, 3.9541, -1.6535], [-3.1762, 9.3304, -3.3571], [-1.8504, 8.4989, -3.2783], [-0.1606, -2.0152, 3.8945], [0.2332, -3.4143, 3.4499], [-0.3005, -4.4842, 4.3898], [0.1476, -5.7224, 3.8925], [-0.3965, -6.8103, 4.5916], [-0.2302, -3.6585, 2.0755], [-1.2294, -1.8504, 3.7188], [0.3630, -1.2129, 3.3704], [0.0119, -1.8511, 4.9667], [1.3273, -3.4441, 3.4410], [-1.3909, -4.4387, 4.4947], [0.1360, -4.2666, 5.3764], [0.1737, -7.7159, 4.3782], [-1.4515, -6.9611, 4.3484], [-0.2680, -6.6916, 5.6766], [0.0613, -2.8953, 1.4625], [-1.2601, -3.5889, 2.1164], [2.9705, 0.0799, 4.9152], [4.1510, 0.6759, 4.1647], [3.8608, 2.0601, 3.6204], [4.8733, 2.5262, 2.7462], [4.8295, 3.9215, 2.5886], [5.2713, 0.7681, 5.1444], [2.1124, -0.0003, 4.2479], [2.7097, 0.6974, 5.7817], [3.2112, -0.8714, 5.3873], [4.4307, -0.0410, 3.3874], [3.6170, 2.7365, 4.4470], [2.9512, 1.9763, 3.0017], [5.6710, 4.1995, 1.9488], [4.9911, 4.4461, 3.5346], [3.9496, 4.3071, 2.0617], [6.0100, 1.3018, 4.6803], [4.9502, 1.4855, 5.7979], [-0.7327, -0.7689, -7.9706], [-1.7682, -1.5215, -7.0950], [-2.7633, -0.5919, -6.4234], [-2.1180, 0.3414, -5.5879], [-2.9996, 1.0471, -4.7553], [-2.4957, -2.4521, -7.9527], [0.0887, -1.4457, -8.1984], [-0.4224, 0.0714, -7.3483], [-1.2071, -0.4248, -8.8865], [-1.2066, -2.0240, -6.2909], [-3.3846, -1.2519, -5.7937], [-3.4428, -0.1331, -7.1494], [-2.4430, 1.8246, -4.2393], [-3.4216, 0.4021, -3.9710], [-3.8951, 1.4565, -5.2311], [-1.8763, -3.1786, -8.3015], [-3.0963, -3.0032, -7.3346], [-3.3816, -6.3844, -0.6217], [-2.6698, -5.5192, 0.4280], [-3.5603, -4.4519, 1.0328], [-3.0084, -3.8705, 2.1933], [-4.0039, -3.1840, 2.9218], [-2.2071, -6.4185, 1.5045], [-2.7798, -7.2365, -0.9335], [-3.6593, -5.8470, -1.5361], [-4.3342, -6.7363, -0.2158], [-1.7503, -5.1172, -0.0132], [-4.5104, -4.9362, 1.2958], [-3.7657, -3.7015, 0.2593], [-4.3512, -2.3145, 2.3525], [-3.6541, -2.7667, 3.8661], [-4.8272, -3.8629, 3.1613], [-1.9223, -7.3111, 1.1067], [-3.0017, -6.7576, 2.0495], [4.0597, -3.0679, 3.6384], [4.5729, -3.2641, 2.2174], [3.5571, -3.7064, 1.2997], [3.5839, -4.2918, 4.2095], [3.2688, -2.3138, 3.6416], [4.8760, -2.8007, 4.3070], [5.3159, -4.0662, 2.2585], [5.0896, -2.3608, 1.8927], [3.1686, -4.4714, 1.7441], [2.9832, -4.7752, 3.6333], [1.9597, -4.6465, -4.7430], [2.0772, -3.1112, -4.7616], [1.6528, -2.6110, -3.4759], [2.8368, -5.2784, -3.8058], [2.1247, -5.0216, -5.7546], [0.9309, -4.8972, -4.4620], [1.4240, -2.7000, -5.5292], [3.1156, -2.8133, -4.9207], [1.1948, -1.7550, -3.6290], [3.0089, -6.1772, -4.1022]], "multiplicity": 1, "charge": 1, "max_force_ev_per_a": 2.3, "e_homo_ev": -8.13, "energy_ev": -108185.2750}